No. 1
{
  "formula": "C20H30B2BrCrF4N5O6Sb",
  "method": "ωB97M-V/def2-TZVPD",
  "symbols": ["Cr", "C", "C", "N", "O", "B", "F", "F", "O", "N", "C", "C", "C", "N", "O", "B", "F", "F", "O", "N", "C", "C", "C", "H", "H", "H", "H", "H", "H", "H", "H", "H", "H", "H", "H", "Br", "C", "C", "C", "C", "C", "N", "C", "O", "O", "H", "H", "H", "C", "C", "Sb", "C", "C", "C", "C", "H", "H", "H", "H", "H", "H", "H", "H", "H", "H", "H", "H", "H", "H", "H"],
  "positions_angstrom": [[1.941, 0.453, -0.021], [3.864, -2.710, -2.127], [2.999, -1.614, -1.620], [2.953, -1.210, -0.403], [3.828, -1.757, 0.502], [4.123, -1.018, 1.651], [3.583, 1.140, -0.269], [5.158, -1.482, 2.297], [3.555, 0.080, 2.303], [2.339, 0.687, 2.012], [2.351, 2.095, 2.215], [3.040, 2.699, 3.396], [1.660, 2.813, 1.248], [1.160, 2.119, 0.213], [0.566, 2.866, -0.800], [0.367, 2.313, -2.031], [-0.353, 3.013, -2.873], [-1.558, 1.025, -0.987], [0.833, 1.120, -2.644], [1.604, 0.241, -1.930], [2.122, -0.773, -2.535], [2.003, -1.082, -3.982], [1.538, 4.297, 1.289], [4.847, -2.652, -1.663], [3.967, -2.675, -3.206], [3.429, -3.672, -1.849], [3.641, 1.964, 3.916], [2.346, 3.148, 4.110], [3.736, 3.475, 3.077], [1.296, -0.414, -4.465], [1.699, -2.119, -4.126], [2.976, -0.961, -4.461], [1.920, 4.706, 2.217], [0.495, 4.586, 1.161], [2.093, 4.728, 0.454], [3.256, -0.535, 5.138], [1.617, 0.023, 4.446], [0.628, 0.307, 5.392], [-0.662, 0.560, 4.985], [-0.989, 0.358, 3.642], [-0.001, 0.087, 2.732], [1.316, 0.059, 3.129], [-0.452, -0.349, 1.337], [-1.672, -0.496, 1.207], [0.400, -0.600, 0.427], [0.906, 0.310, 6.435], [-1.420, 0.833, 5.705], [-2.011, 0.356, 3.299], [-4.021, -0.926, -3.934], [-3.247, 0.114, -3.124], [-2.747, -0.470, -1.160], [-4.375, -0.125, 0.116], [-5.715, -0.231, -0.606], [-1.912, -2.396, -1.289], [-3.046, -3.422, -1.329], [-4.246, -0.535, -4.924], [-4.970, -1.188, -3.468], [-3.447, -1.842, -4.074], [-3.807, 1.044, -3.018], [-2.292, 0.364, -3.587], [-4.179, 0.880, 0.496], [-4.276, -0.828, 0.941], [-5.799, 0.487, -1.421], [-6.519, -0.021, 0.096], [-5.888, -1.230, -1.006], [-1.255, -2.526, -0.436], [-1.317, -2.394, -2.204], [-3.617, -3.422, -0.401], [-2.628, -4.420, -1.452], [-3.734, -3.256, -2.156]],
  "atomic_forces_ev_per_a": [[0.23, 0.43, 0.35], [0.02, 0.02, 0.08], [-0.10, 0.27, 0.20], [-0.04, -0.40, -0.32], [-0.13, 0.15, -0.06], [-0.16, 0.02, -0.15], [-0.15, -0.01, 0.01], [0.23, -0.08, 0.15], [-0.05, -0.12, 0.21], [0.63, 0.99, -0.91], [0.14, -0.79, 0.22], [0.04, 0.09, -0.07], [-0.15, 0.13, -0.25], [-0.07, 0.01, 0.21], [0.08, 0.14, -0.04], [-0.02, -0.33, -0.15], [-0.12, 0.19, -0.12], [0.01, -0.21, 0.04], [0.14, -0.07, 0.14], [0.10, -0.29, -0.37], [0.02, 0.26, 0.33], [-0.07, 0.05, 0.02], [0.01, -0.02, -0.01], [0.00, 0.00, 0.01], [0.01, 0.00, -0.02], [0.01, -0.03, 0.00], [0.08, -0.13, 0.05], [-0.03, -0.02, 0.03], [-0.03, 0.05, 0.00], [-0.02, 0.00, 0.00], [-0.01, -0.02, 0.00], [0.02, 0.02, -0.01], [0.00, 0.01, 0.02], [0.00, 0.00, -0.01], [0.00, 0.00, -0.02], [0.17, 0.03, -0.10], [-0.43, 0.15, -0.13], [-0.01, 0.03, -0.12], [0.12, -0.05, -0.10], [0.09, -0.04, 0.12], [0.16, -0.02, 0.05], [-0.71, -0.52, 0.48], [-0.26, 0.23, 0.26], [0.35, -0.03, -0.23], [-0.07, -0.37, 0.09], [0.00, 0.01, 0.04], [-0.03, -0.02, 0.04], [0.00, 0.04, 0.01], [0.03, -0.03, 0.03], [-0.10, 0.01, -0.06], [0.01, 0.33, -0.09], [-0.02, -0.02, 0.10], [0.02, 0.03, 0.00], [0.17, 0.00, 0.02], [0.01, 0.00, 0.04], [0.01, 0.04, -0.03], [-0.05, -0.01, 0.02], [0.02, -0.03, -0.01], [0.03, 0.02, -0.04], [0.00, 0.03, -0.02], [-0.06, -0.02, 0.05], [0.00, 0.03, 0.02], [0.00, 0.01, -0.03], [-0.01, 0.01, 0.02], [0.00, -0.04, -0.01], [0.04, -0.03, 0.01], [-0.02, -0.06, 0.01], [-0.02, 0.00, 0.03], [0.01, -0.02, 0.00], [-0.02, 0.01, -0.03]],
  "lowdin_spin": [0.94, 0.00, 0.01, 0.00, 0.00, 0.00, 0.05, 0.00, 0.00, 0.00, -0.01, 0.00, 0.00, -0.02, -0.01, 0.00, 0.00, 0.00, -0.01, -0.02, 0.03, 0.01, 0.00, 0.00, 0.00, 0.00, 0.00, 0.00, 0.00, 0.00, 0.00, 0.00, 0.00, 0.00, 0.00, 0.00, 0.00, 0.00, 0.00, 0.00, 0.00, 0.01, 0.00, 0.00, 0.02, 0.00, 0.00, 0.00, 0.00, 0.00, 0.00, 0.00, 0.00, 0.00, 0.00, 0.00, 0.00, 0.00, 0.00, 0.00, 0.00, 0.00, 0.00, 0.00, 0.00, 0.00, 0.00, 0.00, 0.00, 0.00],
  "homo_energy_ev": [-13.3, -13.4],
  "relative_energy_kj_mol": 0.0,
  "multiplicity": 2,
  "charge": 2
}

---

No. 2
{
  "formula": "C20H30B2BrCrF4N5O6Sb",
  "method": "ωB97M-V/def2-TZVPD",
  "symbols": ["Cr", "C", "C", "N", "O", "B", "F", "F", "O", "N", "C", "C", "C", "N", "O", "B", "F", "F", "O", "N", "C", "C", "C", "H", "H", "H", "H", "H", "H", "H", "H", "H", "H", "H", "H", "Br", "C", "C", "C", "C", "C", "N", "C", "O", "O", "H", "H", "H", "C", "C", "Sb", "C", "C", "C", "C", "H", "H", "H", "H", "H", "H", "H", "H", "H", "H", "H", "H", "H", "H", "H"],
  "positions_angstrom": [[-0.518, -1.337, -1.220], [-4.409, -2.336, 0.114], [-3.155, -1.704, -0.370], [-2.021, -2.277, -0.377], [-1.974, -3.602, -0.071], [-0.869, -4.361, -0.483], [-0.985, -2.350, -2.638], [-1.048, -5.658, -0.371], [0.411, -4.034, -0.954], [1.011, -2.764, -0.974], [1.855, -2.580, -2.128], [2.802, -3.680, -2.540], [1.742, -1.350, -2.745], [0.785, -0.521, -2.276], [0.605, 0.698, -2.966], [-0.551, 1.416, -2.811], [-0.591, 2.600, -3.395], [0.420, 1.968, -0.409], [-1.772, 1.112, -2.143], [-1.937, -0.062, -1.478], [-3.087, -0.318, -0.995], [-4.282, 0.553, -1.134], [2.554, -0.962, -3.932], [-4.446, -3.376, -0.205], [-5.295, -1.812, -0.236], [-4.419, -2.340, 1.209], [2.638, -4.584, -1.958], [3.852, -3.387, -2.445], [2.641, -3.950, -3.585], [-4.015, 1.502, -1.587], [-4.765, 0.721, -0.170], [-5.013, 0.060, -1.783], [3.324, -1.695, -4.159], [3.010, 0.015, -3.775], [1.889, -0.867, -4.794], [2.298, -5.495, 0.685], [2.810, -3.704, 0.588], [4.101, -3.409, 0.995], [4.493, -2.104, 1.142], [3.506, -1.119, 1.096], [2.244, -1.431, 0.702], [1.954, -2.697, 0.267], [1.151, -0.387, 0.909], [1.469, 0.600, 1.560], [-0.010, -0.560, 0.428], [4.770, -4.228, 1.230], [5.522, -1.863, 1.378], [3.697, -0.102, 1.406], [-2.151, 4.868, 1.281], [-1.226, 4.090, 0.329], [-0.075, 2.597, 1.305], [1.692, 3.439, 2.116], [1.488, 4.886, 2.574], [-1.421, 1.464, 2.507], [-1.621, 2.153, 3.863], [-2.689, 5.634, 0.721], [-1.595, 5.378, 2.073], [-2.895, 4.218, 1.748], [-0.502, 4.744, -0.158], [-1.790, 3.576, -0.451], [2.412, 3.350, 1.304], [1.983, 2.773, 2.925], [1.204, 5.541, 1.748], [2.429, 5.260, 2.979], [0.738, 4.969, 3.362], [-0.994, 0.472, 2.605], [-2.337, 1.413, 1.919], [-0.697, 2.176, 4.443], [-2.355, 1.587, 4.439], [-1.995, 3.174, 3.766]],
  "atomic_forces_ev_per_a": [[1.31, -0.48, -1.40], [-0.13, 0.04, -0.06], [-0.54, 0.47, 0.01], [0.29, -0.19, -0.03], [0.27, -0.60, 0.20], [0.00, 0.26, -0.03], [-0.30, -0.02, 0.34], [0.02, 0.30, -0.05], [0.11, -0.05, 0.39], [-0.63, 0.25, -0.98], [0.16, -0.55, 0.39], [-0.07, 0.29, -0.04], [-0.28, 0.25, -0.07], [0.00, 0.48, 0.29], [-0.11, -0.33, 0.00], [0.06, -0.17, 0.20], [-0.04, -0.25, 0.17], [0.17, -0.32, -0.53], [0.28, 0.40, -0.34], [0.21, 0.38, -0.24], [-0.66, -0.36, 0.28], [-0.13, -0.06, 0.01], [-0.04, -0.05, -0.08], [-0.01, 0.01, -0.03], [0.06, -0.02, 0.00], [0.02, 0.03, -0.05], [-0.04, 0.02, -0.06], [-0.05, -0.04, 0.08], [-0.03, -0.03, 0.03], [0.01, 0.01, 0.02], [0.03, -0.05, -0.02], [0.03, 0.02, 0.05], [-0.03, 0.04, 0.03], [0.00, -0.01, 0.02], [0.04, 0.00, 0.00], [-0.02, -0.04, -0.13], [-0.32, 0.05, -0.17], [0.23, -0.24, 0.17], [0.09, 0.19, 0.01], [0.37, 0.31, 0.18], [-0.56, 0.10, -0.16], [0.40, -0.50, 0.62], [0.31, -0.14, -0.72], [0.03, 0.23, 0.38], [-0.30, -0.23, 0.89], [-0.04, 0.02, -0.13], [-0.09, 0.02, 0.05], [0.03, -0.05, 0.04], [0.09, 0.02, -0.17], [-0.17, 0.20, 0.58], [-0.05, 0.55, 0.10], [-0.42, 0.11, 0.20], [0.09, -0.11, -0.03], [0.25, 0.10, -0.03], [0.01, -0.03, -0.12], [0.00, -0.05, 0.07], [-0.05, -0.05, -0.07], [0.04, 0.04, -0.04], [-0.02, -0.01, -0.05], [0.07, -0.05, 0.00], [0.04, -0.04, -0.02], [0.10, 0.02, 0.00], [-0.01, -0.03, 0.04], [-0.05, 0.02, -0.02], [0.04, -0.01, -0.05], [-0.05, -0.05, -0.01], [-0.04, -0.02, 0.05], [-0.04, 0.00, -0.03], [0.03, 0.05, 0.01], [0.01, -0.06, 0.01]],
  "lowdin_spin": [0.94, 0.00, 0.01, 0.00, 0.00, 0.00, 0.05, 0.00, 0.00, 0.00, -0.01, 0.00, 0.00, -0.02, -0.01, 0.00, 0.00, 0.00, -0.01, -0.02, 0.03, 0.01, 0.00, 0.00, 0.00, 0.00, 0.00, 0.00, 0.00, 0.00, 0.00, 0.00, 0.00, 0.00, 0.00, 0.00, 0.00, 0.00, 0.00, 0.00, 0.00, 0.00, 0.00, 0.00, 0.02, 0.00, 0.00, 0.00, 0.00, 0.00, 0.00, 0.00, 0.00, 0.00, 0.00, 0.00, 0.00, 0.00, 0.00, 0.00, 0.00, 0.00, 0.00, 0.00, 0.00, 0.00, 0.00, 0.00, 0.00, 0.00],
  "homo_energy_ev": [-13.1, -13.2],
  "relative_energy_kj_mol": 31.4,
  "multiplicity": 2,
  "charge": 2
}

---

No. 3
{
  "formula": "C20H30ClF12N3O10P",
  "method": "ωB97M-V/def2-TZVPD",
  "symbols": ["N", "C", "N", "C", "C", "C", "P", "O", "Cl", "N", "O", "H", "H", "H", "H", "H", "H", "H", "H", "H", "H", "C", "C", "O", "C", "O", "C", "F", "F", "F", "H", "H", "H", "H", "H", "C", "C", "O", "C", "O", "C", "F", "F", "F", "H", "H", "H", "H", "H", "C", "C", "O", "C", "O", "C", "F", "F", "F", "H", "H", "H", "H", "H", "C", "C", "O", "C", "O", "C", "F", "F", "F", "H", "H", "H", "H", "H"],
  "positions_angstrom": [[-4.740, 0.175, -1.456], [-4.850, -0.106, -0.117], [-5.058, 0.853, 0.769], [-4.246, 0.788, 2.037], [-4.049, -0.617, 2.586], [-4.029, -1.719, 1.517], [-2.268, -2.299, 1.139], [-2.387, -2.556, -0.456], [-1.284, -0.487, 1.090], [-4.794, -1.432, 0.295], [-6.113, -1.954, 0.278], [-3.850, 0.087, -1.915], [-5.566, 0.422, -1.974], [-4.841, 1.727, 0.292], [-3.308, 1.307, 1.881], [-4.781, 1.364, 2.782], [-3.085, -0.617, 3.086], [-4.771, -0.814, 3.368], [-4.501, -2.595, 1.953], [-3.125, -3.133, -0.681], [-6.005, -2.883, 0.042], [2.177, 0.528, 1.013], [2.393, 1.414, -0.195], [3.695, 2.026, -0.177], [4.683, 1.280, -0.640], [4.610, 0.164, -1.056], [5.994, 2.086, -0.616], [6.138, 2.750, 0.529], [6.005, 2.973, -1.618], [7.034, 1.273, -0.765], [2.337, 1.089, 1.935], [1.159, 0.138, 1.004], [2.869, -0.313, 1.016], [1.686, 2.240, -0.195], [2.261, 0.864, -1.123], [8.442, -2.260, -0.302], [8.761, -1.211, 0.740], [8.755, -1.778, 2.067], [9.864, -2.394, 2.441], [10.862, -2.531, 1.802], [9.707, -2.899, 3.887], [8.516, -3.474, 4.073], [9.812, -1.872, 4.738], [10.649, -3.783, 4.177], [7.494, -2.747, -0.072], [8.371, -1.800, -1.286], [9.212, -3.029, -0.333], [7.997, -0.441, 0.752], [9.718, -0.730, 0.546], [4.928, 3.640, -5.579], [4.738, 2.211, -5.123], [3.547, 2.076, -4.314], [2.406, 1.946, -4.966], [2.234, 1.924, -6.145], [1.269, 1.771, -3.944], [1.389, 2.638, -2.933], [1.299, 0.533, -3.429], [0.080, 1.949, -4.505], [4.944, 4.314, -4.722], [5.869, 3.737, -6.118], [4.119, 3.954, -6.237], [5.555, 1.898, -4.479], [4.690, 1.521, -5.964], [-8.268, 0.276, 1.374], [-8.767, -1.062, 1.879], [-9.915, -0.901, 2.720], [-11.075, -0.769, 2.082], [-11.234, -0.768, 0.901], [-12.221, -0.654, 3.104], [-11.891, 0.177, 4.095], [-12.471, -1.857, 3.626], [-13.315, -0.205, 2.517], [-8.070, 0.950, 2.209], [-7.359, 0.148, 0.799], [-9.013, 0.755, 0.739], [-8.016, -1.545, 2.502], [-8.999, -1.736, 1.055]],
  "atomic_forces_ev_per_a": [[-1.16, 0.29, 0.56], [-0.74, -0.36, -0.22], [3.08, -0.18, -1.09], [-1.21, -0.04, 1.10], [0.06, -0.02, -0.10], [-0.39, 0.33, 0.21], [0.12, -0.26, 0.40], [0.15, 0.09, -0.20], [-0.27, 0.12, -0.30], [1.25, 0.04, 0.64], [0.14, 0.27, 0.02], [-0.02, -0.65, -0.15], [0.12, 0.40, -0.22], [-0.61, 0.31, 0.24], [0.12, -0.03, -0.57], [-0.15, 0.15, 0.08], [0.11, 0.04, 0.20], [-0.36, -0.15, -0.10], [-0.05, -0.26, -0.01], [-0.03, -0.09, -0.21], [-0.05, -0.08, -0.36], [0.27, 0.00, 0.08], [-0.48, -0.13, 0.08], [0.02, 0.09, 0.00], [-0.20, 0.08, -0.02], [0.09, -0.16, -0.06], [0.08, 0.03, 0.09], [0.02, 0.03, 0.08], [-0.04, 0.05, -0.13], [0.11, -0.06, -0.07], [-0.09, 0.04, -0.01], [0.19, 0.05, 0.00], [-0.04, -0.04, -0.08], [0.13, 0.13, 0.00], [0.15, -0.06, -0.02], [0.05, -0.22, 0.14], [-0.10, 0.16, -0.44], [-0.05, 0.08, 0.09], [-0.13, 0.11, -0.10], [0.17, -0.08, -0.02], [0.01, -0.07, -0.02], [-0.09, -0.05, 0.04], [-0.01, 0.11, 0.08], [0.11, -0.08, 0.04], [-0.05, 0.07, -0.04], [-0.01, 0.04, 0.00], [0.06, 0.05, -0.03], [-0.05, -0.03, 0.18], [0.10, -0.11, 0.11], [-0.26, 0.09, 0.07], [0.49, 0.08, -0.20], [-0.04, -0.07, 0.12], [0.28, -0.02, 0.03], [-0.14, 0.00, -0.14], [-0.06, 0.03, -0.02], [-0.07, 0.08, 0.11], [0.02, -0.11, 0.06], [-0.09, 0.03, -0.08], [0.09, -0.02, 0.02], [0.03, -0.03, 0.00], [0.03, -0.05, -0.06], [-0.10, -0.02, 0.14], [-0.18, -0.01, -0.01], [-0.35, 0.23, 0.10], [0.41, -0.04, -0.16], [-0.02, -0.06, 0.09], [0.15, -0.04, 0.05], [-0.08, 0.03, -0.17], [0.00, 0.06, -0.02], [0.01, 0.07, 0.09], [-0.01, -0.13, 0.07], [-0.14, 0.04, -0.07], [0.06, -0.05, 0.02], [-0.11, -0.08, 0.00], [-0.01, -0.06, -0.03], [-0.08, 0.01, 0.13], [-0.14, 0.04, -0.02]],
  "mulliken_charge": [-0.43, -0.14, 0.11, -0.60, -0.89, -0.06, 0.19, -0.43, -0.31, 0.14, -0.33, 0.21, 0.23, 0.34, 0.39, 0.31, 0.42, 0.45, 0.46, 0.34, 0.37, -0.46, -0.06, -0.34, 0.47, -0.54, 0.80, -0.27, -0.25, -0.22, 0.37, -0.29, 0.32, 0.47, 0.15, -1.16, -0.01, -0.34, 0.30, -0.51, 0.94, -0.25, -0.25, -0.24, 0.32, 0.36, 0.37, 0.13, 0.34, -1.15, -0.27, -0.20, 0.23, -0.52, 0.97, -0.24, -0.26, -0.26, 0.31, 0.39, 0.33, 0.32, 0.35, -0.44, -0.29, -0.34, 0.33, -0.50, 0.88, -0.24, -0.25, -0.23, 0.28, -0.17, 0.38, 0.30, 0.34],
  "homo_energy_ev": -12.3,
  "charge": 1
}